[1]
C44H52CoN12O3S | ωB97M-V/def2-TZVPD

Summary:
- Multiplicity: 3
- Net charge: +1
- Kohn-Sham gap (alpha / beta): 4.77 / 6.56 eV
- Electronic energy: -118952.1179 eV

Positions of all 113 atoms, in Å:
Co: -1.1656 1.4358 -0.6909
C: 5.2654 4.1460 -0.8385
C: 3.9880 3.3731 -0.6283
C: 3.8481 2.4997 0.4576
C: 2.6922 1.7274 0.6643
C: 2.4639 0.9012 1.7655
N: 3.2576 0.8252 2.8780
C: 2.7630 0.2185 4.0948
C: 1.2980 0.5744 4.4048
C: 0.9750 2.0709 4.2794
N: -0.1886 2.3049 3.4237
C: -1.2211 3.0090 3.7689
C: -2.3623 3.2534 2.9600
C: -3.4207 4.0231 3.4797
C: -4.5646 4.2713 2.7627
C: -5.7022 5.0864 3.3186
C: -4.6415 3.7074 1.4772
C: -3.6367 2.9514 0.9087
C: -3.8411 2.4323 -0.4377
N: -3.0125 1.7851 -1.1620
C: -3.4699 1.4366 -2.5219
C: -2.3237 1.5471 -3.5194
C: -1.4661 2.7852 -3.2805
N: -0.5388 2.5131 -2.1801
C: 0.6604 2.9782 -2.2589
C: 1.7265 2.7667 -1.3321
C: 2.9346 3.4991 -1.5030
C: 1.5973 1.8467 -0.2776
O: 0.5537 1.1272 -0.0740
C: -2.4324 2.7182 1.6400
O: -1.4558 2.0511 1.1728
H: 5.8938 4.1170 0.0516
H: 5.0618 5.1918 -1.0704
H: 5.8461 3.7327 -1.6651
H: 4.6793 2.4062 1.1496
H: 1.5656 0.3022 1.7713
H: 4.0985 1.3711 2.9224
H: 3.4064 0.5417 4.9135
H: 2.8377 -0.8738 4.0464
H: 1.0782 0.2336 5.4185
H: 0.6335 0.0116 3.7463
H: 1.8214 2.6076 3.8491
H: 0.7549 2.5109 5.2518
H: -0.2132 1.9267 2.4632
H: -1.2041 3.4275 4.7729
H: -3.3205 4.4303 4.4816
H: -5.3717 5.6979 4.1570
H: -6.5146 4.4485 3.6719
H: -6.1146 5.7532 2.5612
H: -5.5448 3.8718 0.8959
H: -4.8263 2.6448 -0.8585
H: -4.2806 2.1153 -2.8015
H: -3.8513 0.4166 -2.5017
H: -2.7385 1.5552 -4.5283
H: -1.6802 0.6687 -3.4203
H: -2.0979 3.6402 -3.0156
H: -0.9086 3.0525 -4.1804
H: 0.8996 3.6001 -3.1257
H: 3.0119 4.1844 -2.3410
C: 0.3085 -2.9137 -1.1604
C: 0.9281 -2.0686 -2.2218
N: 0.7540 -0.7800 -2.3518
C: 1.5117 -0.4028 -3.4392
C: 2.1310 -1.4831 -3.9869
N: 1.7618 -2.5512 -3.1951
C: 2.1841 -3.9191 -3.3946
N: 3.6143 -4.0466 -3.3764
N: 4.2962 -4.1339 -4.5458
N: 5.5490 -4.1668 -4.3077
C: 5.7316 -4.0883 -2.9393
C: 6.9045 -4.0859 -2.1785
C: 6.7655 -3.9896 -0.8147
C: 5.4924 -3.8952 -0.2086
C: 4.3311 -3.8976 -0.9458
C: 4.4860 -4.0029 -2.3320
H: -0.4288 -2.3062 -0.6388
H: 1.0557 -3.2690 -0.4451
H: -0.2014 -3.7863 -1.5755
H: 1.5708 0.6261 -3.7550
H: 2.8053 -1.5989 -4.8184
H: 1.8539 -4.2917 -4.3628
H: 1.7522 -4.5300 -2.6044
H: 7.8733 -4.1552 -2.6533
H: 7.6456 -3.9831 -0.1863
H: 5.4331 -3.8162 0.8690
H: 3.3597 -3.8148 -0.4776
O: -2.3357 -1.2688 -2.0695
N: -2.7234 -1.9954 -3.0527
C: -1.9599 -2.0927 -4.1707
C: -2.3628 -2.8723 -5.2340
C: -3.5577 -3.5728 -5.1768
C: -4.3232 -3.4613 -4.0265
C: -3.8942 -2.6738 -2.9805
H: -1.0493 -1.5120 -4.1405
H: -1.7259 -2.9183 -6.1066
H: -3.8840 -4.1849 -6.0050
H: -5.2635 -3.9847 -3.9258
H: -4.4193 -2.5425 -2.0468
S: -2.5874 -0.9398 1.0909
C: -2.4017 -1.4896 2.6641
N: -3.4057 -1.4519 3.5630
C: -3.3854 -2.1252 4.8559
C: -1.9663 -2.1286 5.3943
C: -1.0429 -2.7125 4.3413
N: -1.2100 -1.9647 3.1015
H: -4.2836 -1.1396 3.1827
H: -3.7520 -3.1520 4.7593
H: -4.0578 -1.5944 5.5284
H: -1.9129 -2.7154 6.3104
H: -1.6587 -1.1057 5.6234
H: -1.2705 -3.7727 4.1880
H: -0.0002 -2.6374 4.6494
H: -0.5374 -2.0921 2.3624


[2]
C61H51FGeNO6P3Sc | ωB97M-V/def2-TZVPD

Summary:
- Net charge: +3
- Kohn-Sham gap: 6.98 eV
- Electronic energy: -185643.4342 eV

Positions of all 125 atoms, in Å:
Sc: -0.6483 -0.2291 -0.1299
O: -3.7335 -2.9617 -2.1086
C: -3.1182 -2.1975 -1.2657
O: -1.9693 -1.7952 -1.3938
C: -3.9043 -1.7754 -0.0733
C: -5.2038 -2.1448 0.2500
C: -5.7484 -1.6345 1.4223
C: -4.9874 -0.7905 2.2246
C: -3.6965 -0.5001 1.8078
N: -3.1786 -0.9713 0.6840
C: -2.6622 0.2819 2.5403
O: -3.0018 0.7961 3.6816
O: -1.5579 0.3797 2.0335
H: -3.2106 -3.1211 -2.9172
H: -5.7656 -2.8093 -0.3925
H: -6.7538 -1.9027 1.7184
H: -5.3740 -0.3808 3.1480
H: -2.2617 1.2621 4.1203
F: 4.9117 -0.0785 -0.5169
Ge: 3.1474 -0.0127 -0.3065
C: 3.1294 -1.6580 0.9234
C: 4.4464 -2.0044 1.2365
C: 4.7640 -3.1724 1.9091
C: 3.7609 -4.0464 2.2906
C: 2.4488 -3.7006 2.0398
C: 2.1050 -2.5102 1.3796
P: 0.2899 -2.2833 1.2999
C: -0.2244 -2.4357 3.0589
C: -1.5862 -2.5327 3.3512
C: -2.0344 -2.6469 4.6563
C: -1.1234 -2.6567 5.7030
C: 0.2294 -2.5391 5.4280
C: 0.6786 -2.4202 4.1202
C: -0.2590 -3.8670 0.5081
C: 0.6008 -4.5654 -0.3465
C: 0.1699 -5.7059 -1.0082
C: -1.1257 -6.1728 -0.8314
C: -1.9833 -5.4924 0.0183
C: -1.5573 -4.3459 0.6752
C: 3.2274 1.8724 0.3961
C: 4.5116 2.4187 0.4028
C: 4.7507 3.6705 0.9431
C: 3.7154 4.3995 1.5090
C: 2.4383 3.8755 1.4996
C: 2.1784 2.6262 0.9253
P: 0.4589 2.0376 1.0610
C: -0.5311 3.5067 0.5826
C: -1.8282 3.6798 1.0852
C: -2.5896 4.7775 0.7098
C: -2.0811 5.6990 -0.1960
C: -0.8085 5.5224 -0.7180
C: -0.0363 4.4378 -0.3299
C: 0.4071 1.9884 2.8944
C: -0.2313 2.9272 3.6964
C: -0.1751 2.8067 5.0821
C: 0.5359 1.7691 5.6668
C: 1.1977 0.8477 4.8644
C: 1.1216 0.9485 3.4864
C: 2.8876 -0.2259 -2.3198
C: 4.0257 -0.7444 -2.9433
C: 4.1857 -0.6859 -4.3184
C: 3.2232 -0.0698 -5.1026
C: 2.0672 0.4021 -4.5078
C: 1.8637 0.2917 -3.1292
P: 0.1856 0.7865 -2.5642
C: 0.1746 2.4845 -3.2464
C: -0.7591 2.9781 -4.1514
C: -0.6007 4.2540 -4.6769
C: 0.4837 5.0354 -4.3098
C: 1.4239 4.5407 -3.4141
C: 1.2674 3.2743 -2.8807
C: -0.9188 -0.1653 -3.6899
C: -2.2529 0.2324 -3.8077
C: -3.1358 -0.4676 -4.6159
C: -2.7114 -1.6068 -5.2900
C: -1.3926 -2.0249 -5.1608
C: -0.5023 -1.3046 -4.3768
H: 5.2589 -1.3618 0.9363
H: 5.8008 -3.3998 2.1180
H: 3.9921 -4.9794 2.7867
H: 1.6588 -4.3663 2.3638
H: -2.3092 -2.5486 2.5496
H: -3.0948 -2.7397 4.8565
H: -1.4639 -2.7566 6.7248
H: 0.9476 -2.5504 6.2377
H: 1.7385 -2.3175 3.9389
H: 1.6226 -4.2387 -0.4794
H: 0.8578 -6.2395 -1.6513
H: -1.4554 -7.0682 -1.3410
H: -2.9874 -5.8619 0.1838
H: -2.2467 -3.8516 1.3460
H: 5.3396 1.8648 -0.0114
H: 5.7573 4.0671 0.9372
H: 3.8995 5.3660 1.9585
H: 1.6269 4.4352 1.9463
H: -2.2348 2.9663 1.7926
H: -3.5751 4.9212 1.1336
H: -2.6761 6.5544 -0.4867
H: -0.4095 6.2377 -1.4249
H: 0.9633 4.3304 -0.7193
H: -0.7546 3.7677 3.2602
H: -0.6669 3.5444 5.7034
H: 0.5959 1.6908 6.7442
H: 1.7798 0.0569 5.3164
H: 1.6398 0.2256 2.8600
H: 4.8206 -1.1706 -2.3493
H: 5.0795 -1.0954 -4.7697
H: 3.3632 0.0341 -6.1702
H: 1.2959 0.8523 -5.1210
H: -1.5898 2.3724 -4.4847
H: -1.3187 4.6297 -5.3937
H: 0.6104 6.0215 -4.7366
H: 2.2882 5.1362 -3.1478
H: 2.0193 2.8702 -2.2090
H: -2.6030 1.1198 -3.2940
H: -4.1549 -0.1192 -4.7300
H: -3.3936 -2.1420 -5.9398
H: -1.0457 -2.8973 -5.6997
H: 0.5304 -1.6217 -4.3411
O: -2.3308 1.4120 -0.6676
H: -2.1565 2.3669 -0.5901
H: -3.2831 1.3304 -0.7925
O: 0.6903 -1.8534 -1.4525
H: 1.5299 -1.7846 -1.9339
H: 0.2545 -2.6646 -1.7508


[3]
C61H70F13O8Zr | ωB97M-V/def2-TZVPD

Summary:
- Net charge: +1
- Kohn-Sham gap: 6.29 eV
- Electronic energy: -117372.5060 eV

Positions of all 153 atoms, in Å:
Zr: -12.8542 -31.9371 28.3227
C: -12.6109 -28.4974 27.2841
O: -13.0812 -28.0366 28.5151
O: -12.5779 -29.9178 27.4315
C: -13.3191 -27.7762 26.0155
F: -12.8309 -28.4358 24.9702
F: -14.6325 -27.8790 26.1278
F: -12.9733 -26.4880 25.9424
C: -12.7398 -26.7708 29.0515
C: -13.6524 -26.5311 30.2126
H: -13.3718 -25.5453 30.5834
H: -14.7131 -26.4326 29.9818
H: -13.5459 -27.2785 30.9989
H: -12.8896 -25.8760 28.4474
H: -11.7651 -26.7879 29.5391
H: -11.5461 -28.2671 27.2484
C: -9.8315 -32.3162 27.3957
O: -10.9491 -32.2916 26.5033
O: -10.6029 -32.2774 28.5466
C: -8.8798 -33.5401 26.9558
F: -8.1212 -33.2060 25.8858
F: -8.0786 -33.9988 28.0129
F: -9.6404 -34.5624 26.5009
C: -10.8064 -32.2415 25.0836
C: -12.2041 -32.1417 24.4558
H: -12.1708 -31.9238 23.3883
H: -12.7182 -33.0958 24.5712
H: -12.6555 -31.2586 24.9080
H: -10.3618 -33.1614 24.7040
H: -10.2704 -31.3577 24.7373
H: -9.2973 -31.3831 27.2169
C: -16.6052 -31.9139 25.6727
C: -15.4897 -32.8145 26.0259
O: -14.3946 -32.4064 26.8560
H: -17.1168 -31.6998 26.6111
H: -17.3121 -32.3802 24.9864
H: -16.3451 -30.9595 25.2150
H: -15.1000 -33.1802 25.0759
H: -15.9129 -33.6382 26.6009
F: -13.8098 -34.9338 23.1114
C: -13.1709 -36.1451 23.1979
C: -13.8961 -37.2826 23.0706
C: -13.2404 -38.5377 23.1906
C: -11.8608 -38.5965 23.3952
C: -11.1449 -37.4032 23.5648
C: -11.8008 -36.1961 23.4282
H: -14.9541 -37.1619 22.8901
H: -13.9282 -39.3695 23.1531
H: -11.4627 -39.5928 23.5189
H: -10.1071 -37.5065 23.8452
H: -11.2255 -35.2887 23.5376
F: -4.4071 -32.2169 23.0334
C: -5.1871 -33.1896 22.5498
C: -4.6372 -34.0609 21.5466
C: -5.4055 -35.0766 20.9963
C: -6.7250 -35.2115 21.4570
C: -7.2647 -34.3983 22.4205
C: -6.5269 -33.3562 22.9559
H: -3.6157 -34.0445 21.1962
H: -5.1566 -35.6900 20.1429
H: -7.3045 -36.0526 21.1063
H: -8.2984 -34.4922 22.7190
H: -6.9448 -32.6897 23.6959
F: -7.2496 -38.2503 28.1817
C: -6.4630 -37.6729 27.2181
C: -5.1684 -38.1579 27.0543
C: -4.3762 -37.4985 26.0881
C: -4.8421 -36.4447 25.3033
C: -6.1392 -35.9522 25.5293
C: -6.9852 -36.6129 26.4407
H: -4.7824 -38.9697 27.6530
H: -3.3664 -37.7515 25.8003
H: -4.2653 -36.1434 24.4414
H: -6.5884 -35.1210 25.0061
H: -8.0212 -36.3437 26.5845
F: -3.7101 -30.7715 29.8144
C: -3.7359 -31.6238 28.8104
C: -4.5478 -32.7425 28.8836
C: -4.6456 -33.6045 27.7914
C: -3.8478 -33.4264 26.6842
C: -3.0480 -32.3192 26.6026
C: -3.0112 -31.4121 27.6729
H: -5.1837 -32.9652 29.7277
H: -5.3325 -34.4366 27.8377
H: -3.8509 -34.1811 25.9117
H: -2.5250 -32.0495 25.6970
H: -2.3757 -30.5401 27.6265
F: -8.9458 -26.6690 29.0111
C: -8.3934 -27.6130 29.8115
C: -8.3446 -28.9580 29.4353
C: -7.7338 -29.8600 30.3457
C: -7.1833 -29.4288 31.5672
C: -7.3152 -28.1246 31.9292
C: -7.8354 -27.1656 31.0093
H: -8.7318 -29.2887 28.4828
H: -7.5644 -30.9033 30.1239
H: -6.7671 -30.1524 32.2524
H: -6.9168 -27.8754 32.9016
H: -7.8922 -26.1247 31.2915
F: -9.0496 -29.5110 25.8553
C: -7.9625 -29.5531 25.0943
C: -6.8796 -30.2620 25.5510
C: -5.6734 -30.1682 24.8512
C: -5.6385 -29.5292 23.5910
C: -6.7710 -28.8868 23.0790
C: -7.9443 -28.9345 23.8531
H: -6.8515 -30.6199 26.5696
H: -4.8248 -30.5710 25.3842
H: -4.6489 -29.5175 23.1588
H: -6.8100 -28.4504 22.0919
H: -8.8675 -28.4532 23.5657
F: -9.5856 -29.1802 20.9688
C: -10.2282 -30.3382 20.8306
C: -9.6650 -31.5696 21.2233
C: -10.3878 -32.7520 21.1189
C: -11.7113 -32.6941 20.7074
C: -12.2593 -31.5093 20.1949
C: -11.5084 -30.3141 20.2241
H: -8.6186 -31.4722 21.4722
H: -9.9412 -33.7184 21.3006
H: -12.3933 -33.5313 20.6866
H: -13.2917 -31.5058 19.8781
H: -11.8680 -29.3547 19.8824
C: -11.5451 -36.2791 28.4412
C: -12.4881 -35.4621 27.5949
O: -12.4309 -34.2322 27.6367
C: -13.4858 -36.1802 26.7846
H: -10.9149 -36.8392 27.7504
H: -12.0682 -36.8217 29.2286
H: -10.9159 -35.5538 28.9572
H: -14.2921 -35.5277 26.4498
H: -14.0151 -36.8896 27.4208
H: -13.0214 -36.6708 25.9292
C: -16.3607 -32.8089 21.8808
C: -16.1795 -31.3055 22.1159
O: -17.0559 -30.5402 21.8329
C: -14.7591 -30.8851 22.5026
H: -17.0761 -33.2522 22.5735
H: -15.4460 -33.3817 22.0335
H: -16.6621 -32.9430 20.8419
H: -13.9501 -31.5163 22.1349
H: -14.7454 -30.7083 23.5780
H: -14.7131 -29.8616 22.1305
C: -13.1752 -30.0340 32.4336
C: -12.0746 -30.0720 31.3649
O: -12.2274 -30.7111 30.3254
C: -10.8127 -29.3193 31.6827
H: -12.7361 -30.3738 33.3716
H: -13.9610 -30.7665 32.2491
H: -13.6624 -29.0617 32.5070
H: -10.9498 -28.2574 31.4784
H: -10.0124 -29.6182 31.0056
H: -10.4956 -29.5040 32.7091


[4]
C23H38AsF4N2Si2Ta | ωB97M-V/def2-TZVPD

Summary:
- Net charge: +2
- Kohn-Sham gap: 6.84 eV
- Electronic energy: -116450.5150 eV

Positions of all 71 atoms, in Å:
Ta: -1.1909 0.5667 0.3500
C: -1.8470 3.9924 -0.8941
C: -2.1593 3.7203 0.5633
N: -1.2540 2.7005 1.1918
C: 0.1373 3.2788 1.2773
C: 1.0168 2.8089 0.1437
C: -1.7566 2.4179 2.5782
C: -0.9704 1.2806 3.2210
N: -0.4978 0.3500 2.1803
C: 0.3248 -0.6972 2.6731
C: 1.7062 -0.6175 2.6241
F: 2.2804 0.4778 2.1036
C: 2.4912 -1.6644 3.0730
F: 3.8127 -1.5524 2.9867
C: 1.9180 -2.8095 3.5949
C: 0.5401 -2.8906 3.6544
F: -0.0530 -3.9749 4.1369
C: -0.2473 -1.8451 3.2009
F: -1.5852 -1.9418 3.2427
H: -2.6348 4.6098 -1.3229
H: -1.8040 3.0661 -1.4810
H: -0.9088 4.5269 -1.0279
H: -3.1822 3.3696 0.6696
H: -2.0814 4.6377 1.1520
H: 0.5782 2.9770 2.2236
H: 0.0519 4.3661 1.2919
H: 1.2186 1.7344 0.2233
H: 1.9859 3.3041 0.2092
H: 0.6013 3.0379 -0.8353
H: -2.8104 2.1653 2.4968
H: -1.6824 3.3255 3.1820
H: -1.5814 0.7827 3.9793
H: -0.0837 1.6610 3.7344
H: 2.5346 -3.6217 3.9548
C: -2.7585 -0.6516 -1.0697
C: -2.6936 -1.2250 0.2394
C: -3.2762 -0.2919 1.1405
C: -3.6402 0.8453 0.4048
C: -3.2966 0.6418 -0.9534
H: -2.4534 -1.1286 -1.9837
H: -2.3746 -2.2251 0.4752
H: -3.3998 -0.4432 2.2014
H: -4.1400 1.7137 0.8010
H: -3.4725 1.3359 -1.7614
C: -1.5395 -3.7364 -1.3540
Si: -0.0187 -2.8689 -1.9976
C: 1.4322 -3.9181 -1.5011
C: -0.2085 -2.5286 -3.8190
As: 0.4333 -0.7153 -0.9466
Si: 2.5421 0.0855 -1.9949
C: 3.7105 0.6796 -0.6800
C: 1.9032 1.3778 -3.1742
C: 3.3821 -1.2919 -2.9072
H: -1.4689 -4.7375 -1.7932
H: -2.4939 -3.3275 -1.6807
H: -1.5436 -3.8800 -0.2728
H: 1.2296 -4.9368 -1.8437
H: 1.5337 -3.9576 -0.4146
H: 2.3805 -3.6134 -1.9310
H: -0.3081 -3.4770 -4.3532
H: 0.6340 -1.9913 -4.2525
H: -1.1131 -1.9516 -4.0224
H: 3.3821 1.5460 -0.1152
H: 4.6431 0.9501 -1.1849
H: 3.9446 -0.1217 0.0226
H: 1.4123 2.2119 -2.6786
H: 1.2061 0.9457 -3.8940
H: 2.7502 1.7791 -3.7380
H: 3.8211 -2.0225 -2.2292
H: 4.2139 -0.8133 -3.4356
H: 2.7771 -1.8008 -3.6542


| no. | molar mass (g/mol) |
| --- | --- |
| 1 | 888.0 |
| 2 | 1123.6 |
| 3 | 1269.4 |
| 4 | 730.6 |